DFT (wB97M-V/def2-TZVPD) results for C11H20IrN3P2 as an isolated structure at a distorted geometry.

## Properties
**<S²>**: 6.01
**2S+1**: 5
**Relative energy (zero: lowest compared OMol25 entry of this formula, charge and spin)**: 0.000 eV
**HOMO (spin up / spin down)**: -1.999 / -8.656 eV
**LUMO (spin up / spin down)**: 0.44 / -2.20 eV

Structure (XYZ):
```
37
C11H20IrN3P2 (wB97M-V/def2-TZVPD)
C -1.5681 0.7212 -1.0322
C -0.3334 1.3838 -1.4814
C 0.4423 0.3805 -2.2100
C -0.2877 -0.8905 -2.0763
C -1.5604 -0.6011 -1.4906
Ir 0.3048 -0.1480 -0.1973
P -1.1261 -1.0022 1.4053
H -2.4236 1.1905 -0.5232
H -0.1281 2.4697 -1.3639
H 1.3565 0.5180 -2.7543
H -2.4002 -1.2960 -1.3954
H -0.0251 -1.8884 -2.4765
H -1.2252 -2.3752 1.7348
H -2.4942 -0.8614 1.0291
H -1.3226 -0.4385 2.6737
C 3.7254 -2.3449 2.8890
N 4.1516 -2.0571 1.4906
C 4.9792 -0.8186 1.4769
N 4.2872 0.3589 2.0657
C 3.8471 0.0367 3.4494
N 3.0270 -1.2024 3.5424
C 1.7079 -0.9967 2.9667
P 1.9702 -0.5837 1.2024
C 3.0155 -1.9500 0.5825
C 3.1749 0.7886 1.2317
H 4.6359 -2.5605 3.4660
H 3.0576 -3.2205 2.8866
H 5.2430 -0.5884 0.4339
H 5.8801 -1.0013 2.0798
H 3.2561 0.8841 3.8430
H 4.7612 -0.1045 4.0497
H 1.1001 -1.9057 3.0312
H 1.1901 -0.1673 3.4588
H 3.3268 -1.6892 -0.4407
H 2.4003 -2.8643 0.5698
H 2.6738 1.6794 1.6428
H 3.4936 0.9778 0.1948
```